(1)
DFT (wB97M-V/def2-TZVPD) results for a molecular structure, C30H51BaN2O2P2 at a distorted geometry.

```
! RIJCOSX wB97M-V def2-TZVPD def2/J DEFGRID3
* xyz 1 1
C 0.0748 0.4159 2.8445
C -1.6280 1.1330 1.2453
C -0.4540 1.2411 3.8017
C -2.1756 1.9885 2.1303
C -1.5699 2.0029 3.4241
H 0.0663 1.2611 4.7861
H -3.0446 2.5905 1.8070
H -1.9893 2.6475 4.1343
N -0.6519 0.3516 1.7564
P 2.6261 -0.6276 1.5259
P -2.3267 -0.8377 -1.0634
C 1.3889 -0.4779 2.9332
H 1.9952 -0.0413 3.7209
H 1.1091 -1.5002 3.2391
C 1.4462 -2.3338 -1.7519
O 1.9738 -2.7031 -2.7522
C -1.9800 0.9702 -0.2671
H -2.9300 1.4657 -0.4611
C -2.3432 -0.7721 -2.8750
C -3.4462 -1.7566 0.0198
C 3.2650 1.0377 1.0724
C 3.6480 -2.1025 1.6799
C -0.9720 -0.9338 -3.5675
H -0.6829 -1.9918 -3.6479
H -1.1137 -0.5512 -4.5799
H -0.1318 -0.3779 -3.1084
C -3.2384 -1.9558 -3.2497
H -2.7342 -2.9064 -3.0349
H -4.2101 -1.9120 -2.7487
H -3.3673 -1.8629 -4.3273
C -2.9775 0.5858 -3.1781
H -3.5265 0.4413 -4.1114
H -3.6855 0.9390 -2.4198
H -2.2066 1.3495 -3.3432
C -3.4171 -3.2390 -0.4166
H -2.4469 -3.5569 -0.8353
H -3.6119 -3.8394 0.4705
H -4.2135 -3.4306 -1.1452
C -3.0949 -1.6748 1.5287
H -2.0322 -1.8474 1.7775
H -3.4291 -0.7292 1.9830
H -3.6640 -2.4868 1.9973
C -4.7526 -1.0203 -0.3040
H -4.6538 -0.0697 -0.8455
H -5.3994 -1.7002 -0.8506
H -5.2388 -0.7976 0.6615
C 4.4234 -2.2828 0.3680
H 5.1616 -3.0575 0.5849
H 3.7650 -2.6460 -0.4461
H 4.9214 -1.3681 0.0309
C 2.8375 -3.3409 2.0478
H 2.0403 -3.2079 2.7737
H 2.3973 -3.8271 1.1705
H 3.5521 -4.1005 2.3443
C 4.4925 -1.7252 2.8928
H 3.9382 -1.1673 3.6520
H 4.7936 -2.6804 3.3243
H 5.3914 -1.1910 2.5811
C 2.2679 2.1268 1.4977
H 2.1346 2.1780 2.5846
H 2.6659 3.0865 1.1431
H 1.2833 1.9958 1.0090
C 3.5361 1.1379 -0.4511
H 2.8484 1.8651 -0.9153
H 4.5623 1.4645 -0.6086
H 3.3781 0.1967 -1.0153
C 4.5466 1.1729 1.8927
H 4.3772 0.9803 2.9565
H 5.3496 0.5394 1.5041
H 4.8628 2.2175 1.7828
Ba 0.2364 -0.9186 0.0226
N 0.3684 1.1554 -1.2905
C -0.6963 1.6233 -1.0673
C -0.8115 3.1147 -1.5915
C -2.2000 3.6866 -1.4641
C 0.1627 3.9322 -0.7442
C -0.3353 3.0852 -3.0572
H -2.9316 3.1135 -2.0385
H -2.5168 3.7522 -0.4214
H -2.1750 4.6989 -1.8837
H 1.1871 3.5559 -0.8795
H 0.1320 4.9749 -1.0747
H -0.0861 3.8861 0.3203
H -1.0173 3.6536 -3.6885
H 0.6677 3.5254 -3.1194
H -0.2422 2.0661 -3.4528
O 1.3668 -4.4176 -0.4476
C 1.1112 -3.2401 -0.4810
*
```

Computed properties:
- energy (eV) = -58268.524
- LUMO energy (spin up / spin down) (eV) = -4.7 / -4.7
- HOMO energy (spin up / spin down) (eV) = -9.14 / -9.14

(2)
DFT (wB97M-V/def2-TZVPD) results for a molecular structure, C16H43GaN2P at a distorted geometry.

```
! RIJCOSX wB97M-V def2-TZVPD def2/J DEFGRID3
* xyz -1 1
N 3.0596 -0.7912 -0.5862
P 1.5235 -0.1938 -0.4951
Ga 0.1527 -1.5498 -1.8524
C -1.0536 -0.3017 -2.9735
C -1.5124 1.0848 -2.2300
C -2.1826 0.8963 -0.7468
C -3.2994 -0.2975 -0.6290
N -3.0119 -1.0217 0.7029
H 3.3641 -1.1054 0.3833
H 1.5561 1.1863 -0.9960
H 1.0000 -0.2557 0.8489
H -0.6702 -2.6515 -1.0001
H 1.1804 -2.2567 -2.9007
H -2.0197 -0.8689 -3.3542
H -0.4224 -0.0009 -3.9405
H -0.5206 1.7280 -2.0674
H -2.2195 1.7608 -2.8829
H -1.3881 0.7841 0.1177
H -2.7593 1.9140 -0.5098
H -4.4043 0.1312 -0.5744
H -3.2790 -1.0904 -1.4890
H -3.5294 -1.9517 0.7175
H -1.9757 -1.2086 0.7856
C -1.3434 -1.0510 4.3202
C -1.9357 -2.4500 4.4109
C -3.4265 -2.4542 4.7544
C -3.7877 -1.8548 6.1186
C -3.1035 -2.5070 7.3226
C -3.4699 -3.9718 7.5015
H -1.4014 -0.5246 5.2785
H -0.2867 -1.1071 4.0372
H -1.8650 -0.4552 3.5652
H -1.3712 -3.0409 5.1397
H -1.8008 -2.9461 3.4424
H -3.7960 -3.4853 4.7001
H -3.9712 -1.8994 3.9794
H -4.8751 -1.9239 6.2484
H -3.5538 -0.7836 6.1199
H -3.3994 -1.9620 8.2267
H -2.0156 -2.4069 7.2464
H -4.5517 -4.0913 7.6226
H -2.9831 -4.3754 8.3954
H -3.1486 -4.5767 6.6485
C 2.4084 0.7760 -4.4052
C 3.8576 1.1377 -4.1135
C 4.0088 2.4387 -3.3229
C 3.4904 3.6984 -4.0265
C 4.1174 3.9913 -5.3919
C 5.6146 4.2476 -5.3232
H 1.9216 1.5308 -5.0314
H 2.3588 -0.1789 -4.9395
H 1.8377 0.6749 -3.4772
H 4.4187 1.1904 -5.0523
H 4.3070 0.3236 -3.5322
H 5.0668 2.5731 -3.0677
H 3.4803 2.3365 -2.3661
H 3.6624 4.5576 -3.3659
H 2.4031 3.6274 -4.1478
H 3.6319 4.8796 -5.8130
H 3.9164 3.1719 -6.0901
H 5.8359 5.0921 -4.6622
H 6.0018 4.4871 -6.3190
H 6.1591 3.3714 -4.9588
*
```

Computed properties:
- energy (eV) = -81932.631
- LUMO energy (eV) = 2.7
- HOMO energy (eV) = -3.71

(3)
DFT (wB97M-V/def2-TZVPD) results for C8H9NO2 in the gas phase at a distorted geometry.

```
! RIJCOSX wB97M-V def2-TZVPD def2/J DEFGRID3
* xyz 0 1
C -0.6987 2.4605 0.0003
C 0.0871 1.2206 0.0123
C 1.5075 1.2609 0.0828
C 2.2765 0.1032 0.0322
C 1.6670 -1.1657 -0.0234
C 0.2718 -1.2635 -0.1017
C -0.5627 -2.5345 -0.1874
C -0.4753 -0.0638 -0.0034
N -1.8613 -0.0973 0.0335
O -2.4218 0.3329 -0.9438
O -2.3819 -0.4598 1.0727
H -0.0474 3.3192 0.1694
H -1.3901 2.4578 0.9186
H -1.3750 2.5461 -0.8493
H 2.0107 2.2665 0.0981
H 3.3237 0.1636 0.0975
H 2.2885 -2.0957 0.1339
H -0.8834 -2.8550 0.7694
H -1.4316 -2.2734 -0.7866
H 0.0965 -3.3224 -0.5253
*
```

Computed properties:
- energy (eV) = -14023.881
- SMILES = Cc1cccc(C)c1[N+](=O)[O-]
- LUMO energy (eV) = 0.0
- HOMO energy (eV) = -9.39

(4)
DFT (wB97M-V/def2-TZVPD) results for a molecular structure, C39H35N7O4S4Ti at a distorted geometry.

```
! RIJCOSX wB97M-V def2-TZVPD def2/J DEFGRID3
* xyz -1 2
Ti -2.6621 1.5264 -1.7289
C -2.8147 5.4338 -3.0245
O -2.0411 5.2854 -4.2312
C -1.1919 4.2394 -4.3583
C -0.0396 4.4772 -5.0816
C 0.8858 3.4661 -5.3568
C 0.6457 2.1938 -4.8990
C -0.5024 1.9199 -4.1435
C -0.7962 0.5251 -3.8045
N -1.7583 0.2411 -3.0206
N -2.2557 -1.0522 -2.8439
C -3.4488 -0.9591 -2.2965
O -4.0850 0.1472 -2.0786
C -4.0993 -2.2373 -1.8679
C -5.3180 -2.1752 -1.2085
C -5.9108 -3.3380 -0.7226
C -5.2824 -4.5630 -0.8954
C -4.0648 -4.6267 -1.5664
C -3.4746 -3.4675 -2.0510
C -1.4371 2.9461 -3.8471
O -2.5338 2.6721 -3.1645
H -3.2727 6.4165 -3.1049
H -3.5791 4.6704 -2.9327
H -2.1632 5.4045 -2.1518
H 0.1230 5.4907 -5.4295
H 1.7823 3.6918 -5.9211
H 1.3364 1.3845 -5.1149
H -0.2314 -0.2702 -4.2926
H -5.7809 -1.2060 -1.0740
H -6.8633 -3.2832 -0.2095
H -5.7386 -5.4676 -0.5114
H -3.5741 -5.5821 -1.7081
H -2.5220 -3.4925 -2.5639
S -4.1922 3.0110 -0.4017
C -2.7228 3.8528 0.0406
S -1.2330 3.1746 -0.4883
C -2.7797 5.0266 0.7836
C -4.0309 5.5981 1.2096
N -5.0168 6.0855 1.5589
C -1.5887 5.7451 1.1540
N -0.6555 6.3450 1.4712
S 0.7627 0.0419 -0.6302
C 1.5857 -0.5738 0.6256
N 2.3987 -1.6518 0.5707
C 3.1965 -2.0643 1.7197
C 3.7070 -0.8307 2.3994
N 2.5583 -0.0356 2.8254
C 2.7100 0.6454 4.1099
C 2.5445 -0.3102 5.2683
C 3.5754 -0.5068 6.1778
C 3.4223 -1.3848 7.2475
C 2.2337 -2.0792 7.4071
C 1.1977 -1.8925 6.4951
C 1.3508 -1.0152 5.4326
C 1.4864 0.1214 2.0285
S 0.1391 0.9451 2.4152
C 2.5005 -2.5154 -0.6069
C 3.8307 -2.3443 -1.3035
C 4.7689 -3.3688 -1.3151
C 6.0013 -3.1968 -1.9405
C 6.3014 -1.9911 -2.5547
C 5.3669 -0.9583 -2.5449
C 4.1397 -1.1314 -1.9232
H 4.0274 -2.6704 1.3602
H 2.6046 -2.6605 2.4217
H 4.3453 -0.2635 1.7148
H 4.2858 -1.0950 3.2834
H 1.9621 1.4329 4.1508
H 3.7021 1.0990 4.1403
H 4.5059 0.0385 6.0562
H 4.2321 -1.5215 7.9535
H 2.1093 -2.7601 8.2397
H 0.2647 -2.4281 6.6192
H 0.5437 -0.8533 4.7262
H 1.6846 -2.2460 -1.2721
H 2.3727 -3.5513 -0.2848
H 4.5325 -4.3147 -0.8379
H 6.7229 -4.0045 -1.9445
H 7.2579 -1.8539 -3.0434
H 5.5953 -0.0159 -3.0267
H 3.4056 -0.3325 -1.9148
C -2.2608 -1.5569 1.2911
C -2.6920 -0.1776 0.8860
N -3.6116 0.4424 1.6186
O -2.2992 0.3057 -0.1780
H -3.1068 -2.2343 1.1494
H -1.9485 -1.5836 2.3365
H -1.4412 -1.8703 0.6495
H -3.7972 0.1401 2.5579
H -3.8872 1.3821 1.3210
*
```

Computed properties:
- energy (eV) = -126093.896
- LUMO energy (spin up / spin down) (eV) = 1.6 / 1.6
- <S²> = 0.754
- HOMO energy (spin up / spin down) (eV) = -4.38 / -4.58

(5)
DFT (wB97M-V/def2-TZVPD) results for C5H8N2O in the gas phase at a distorted geometry.

```
! RIJCOSX wB97M-V def2-TZVPD def2/J DEFGRID3
* xyz 0 1
C -1.1893 -1.8455 1.0541
N -0.1933 -0.9882 0.2920
C 1.1529 -0.9344 0.6076
C 1.4893 0.3349 0.1269
C 0.2782 1.1650 -0.3083
N 0.4051 2.0834 -1.4163
C -0.7092 0.2722 -0.1427
O -1.7038 0.4963 -1.0908
H -2.0663 -1.7669 0.4655
H -1.4829 -1.6634 2.1680
H -0.7494 -2.7809 1.2508
H 1.9275 -1.5429 1.3145
H 2.3712 0.9608 0.3723
H 0.5546 2.8641 -1.0635
H 1.2670 1.9443 -2.0751
H -1.3517 1.4013 -1.5548
*
```

Computed properties:
- energy (eV) = -10337.972
- SMILES = Cn1ccc(N)c1O
- LUMO energy (eV) = 0.9
- HOMO energy (eV) = -8.00

(6)
DFT (wB97M-V/def2-TZVPD) results for a molecular structure, C4H6NO3 at a distorted geometry.

```
! RIJCOSX wB97M-V def2-TZVPD def2/J DEFGRID3
* xyz -1 1
O 0.6377 -0.0568 3.2602
C 0.5321 -0.9404 2.4250
C 1.1335 -0.8262 1.0666
C -0.1482 -0.4868 0.6891
C -1.1681 0.3547 -2.6315
O -2.3867 0.1350 -2.5683
O -0.5518 1.3487 -3.0491
N 2.1818 0.0868 0.9251
H 0.0142 -1.8856 2.6312
H -0.4964 -0.4731 -2.2195
H -0.8624 -1.2845 0.5362
H -0.4906 0.5228 0.4562
H 2.1969 0.6706 1.7530
H 2.0044 0.6848 0.1201
*
```

Computed properties:
- energy (eV) = -11876.283
- LUMO energy (eV) = 2.8
- HOMO energy (eV) = -4.14

(7)
DFT (wB97M-V/def2-TZVPD) results for 3 unconnected molecules or ions with the total composition C32H55Cl2IN2O5S at a distorted geometry.

```
! RIJCOSX wB97M-V def2-TZVPD def2/J DEFGRID3
* xyz 0 3
C 5.1074 4.4823 -6.9987
C 4.8833 3.3812 -6.5737
C 4.4175 2.0584 -6.0769
C 5.6035 1.0377 -6.1761
C 6.6494 1.3874 -7.2419
C 6.1434 1.3695 -8.7053
I 8.1468 -0.2166 -7.1068
C 3.2887 1.5595 -7.0371
C 1.9692 1.1514 -6.3081
C 1.3944 2.3216 -5.4860
C 1.1875 3.5279 -6.4599
C 0.3796 3.1586 -7.7432
C 0.0665 2.0417 -4.8008
Cl -1.3389 3.0743 -5.0816
C -0.1474 1.0577 -3.9370
C -1.4855 0.8182 -3.2705
Cl 1.1038 -0.0570 -3.4618
S 2.7150 2.8867 -4.3251
O 2.8572 4.2980 -4.4791
O 2.4057 2.6047 -2.9654
O 4.0586 2.0681 -4.6885
H 5.1060 5.3651 -7.5927
H 6.1118 1.1048 -5.2040
H 5.2515 0.0072 -6.2629
H 7.2173 2.2836 -7.0087
H 5.2573 0.7535 -8.8581
H 6.0070 2.3816 -9.1004
H 6.9390 0.9389 -9.3190
H 3.6240 0.6342 -7.5119
H 3.0944 2.2434 -7.8655
H 1.2982 0.8048 -7.0975
H 2.2337 0.2720 -5.7194
H 2.1488 3.9231 -6.7967
H 0.7194 4.3671 -5.9476
H -0.3043 3.9895 -7.9381
H 1.0609 3.1560 -8.6008
H -0.1497 2.2124 -7.6363
H -2.3178 0.8713 -3.9694
H -1.4642 -0.2166 -2.9058
H -1.6087 1.4490 -2.3866
C -2.0707 3.7888 2.0310
C -3.0898 2.7295 2.5360
C -2.7012 2.2515 3.9407
C -1.4889 1.3265 3.9614
C -1.6843 0.1612 2.9955
C -2.0385 0.6192 1.5797
N -3.1662 1.5980 1.5640
O -4.2710 0.9496 1.7776
C -0.7841 1.2275 0.9211
C -2.3502 -0.6109 0.7207
C -4.4168 3.4826 2.6404
H -2.4846 4.7962 2.0748
H -1.1518 3.8009 2.6187
H -1.8058 3.6344 0.9862
H -3.5469 1.7203 4.3908
H -2.5106 3.1150 4.5829
H -0.5775 1.8789 3.7158
H -1.3411 0.9389 4.9724
H -0.7758 -0.4457 2.9728
H -2.4750 -0.4893 3.3851
H -1.0206 1.6462 -0.0586
H -0.0223 0.4620 0.7691
H -0.3058 2.0031 1.5157
H -3.1496 -1.2243 1.1355
H -1.4742 -1.2570 0.6487
H -2.6302 -0.3261 -0.2959
H -4.7498 3.8352 1.6620
H -4.2999 4.3523 3.2877
H -5.2110 2.8750 3.0738
C -0.7617 -6.1446 7.3438
C -0.3144 -4.7500 6.8239
C -0.8878 -3.6447 7.7197
C -2.3827 -3.4122 7.5282
C -2.7068 -3.1780 6.0551
C -2.1730 -4.2898 5.1478
N -0.7307 -4.5846 5.3993
O -0.0234 -3.6297 4.8755
C -3.0284 -5.5564 5.3521
C -2.4118 -3.9057 3.6883
C 1.2072 -4.7452 6.9781
H 0.0508 -6.6619 7.8539
H -1.5888 -6.0831 8.0526
H -1.0564 -6.8072 6.5315
H -0.3648 -2.7041 7.5166
H -0.6880 -3.8810 8.7678
H -2.9577 -4.2573 7.9177
H -2.6956 -2.5427 8.1112
H -3.7883 -3.0883 5.9284
H -2.2832 -2.2146 5.7507
H -2.6217 -6.3972 4.7875
H -4.0457 -5.3875 4.9970
H -3.1207 -5.8568 6.3941
H -1.9590 -2.9499 3.4274
H -3.4797 -3.8075 3.4887
H -2.0219 -4.6664 3.0090
H 1.6711 -5.5073 6.3486
H 1.4760 -4.9571 8.0134
H 1.6507 -3.7809 6.7312
*
```

Computed properties:
- energy (eV) = -91267.483
- LUMO energy (spin up / spin down) (eV) = 0.4 / 0.2
- <S²> = 2.008
- HOMO energy (spin up / spin down) (eV) = -8.52 / -9.30

(8)
DFT (wB97M-V/def2-TZVPD) results for a molecular structure, C6H9N.

```
! RIJCOSX wB97M-V def2-TZVPD def2/J DEFGRID3
* xyz 0 1
C 0.0302 0.0195 -1.9174
N 0.0714 0.1284 -0.6419
C -0.8681 0.5179 0.4662
C -0.4351 -0.8656 0.9180
C 0.9339 -0.3704 0.4854
C 1.2102 0.9700 1.2102
C 0.0144 1.5593 1.1978
H -0.8403 0.3790 -2.4531
H 0.8552 -0.4537 -2.4367
H -1.0772 -2.1961 -1.5140
H -1.8885 0.7740 0.1701
H -1.0051 -2.0416 -0.7546
H -0.6405 -1.2595 1.9134
H 1.7643 -1.0256 0.2101
H 2.1613 1.3298 1.5843
H -0.2861 2.5346 1.5622
*
```

Computed properties:
- energy (eV) = -7851.018
- LUMO energy (spin up / spin down) (eV) = 0.9 / 0.9
- HOMO energy (spin up / spin down) (eV) = -6.47 / -6.47

(9)
DFT (wB97M-V/def2-TZVPD) results for a gas-phase ion, C2H3BrN (charge +1) at a distorted geometry.

```
! RIJCOSX wB97M-V def2-TZVPD def2/J DEFGRID3
* xyz 1 3
C 0.3155 -0.1583 0.3938
C 1.6063 0.3657 -0.3962
N -1.0478 -0.1613 0.1265
Br 3.3456 0.3808 -0.1499
H -1.0769 0.3883 -0.7866
H -1.7312 0.2633 0.7622
H -1.4115 -1.0785 0.0502
*
```

Computed properties:
- energy (eV) = -73640.092
- LUMO energy (spin up / spin down) (eV) = -5.1 / -7.2
- <S²> = 2.009
- HOMO energy (spin up / spin down) (eV) = -12.78 / -13.89

(10)
DFT (wB97M-V/def2-TZVPD) results for a molecular structure, C23H21Br2IrNO4P.

```
! RIJCOSX wB97M-V def2-TZVPD def2/J DEFGRID3
* xyz 3 6
Ir -0.4599 0.9011 -0.4052
Br 0.3286 0.1414 2.2331
C 1.2554 -1.4788 2.1490
C 1.3817 -2.0848 3.4086
C 2.0572 -3.2726 3.5488
C 2.6377 -3.8726 2.4204
C 2.5387 -3.2879 1.1498
C 3.1850 -3.9203 0.0692
C 3.1445 -3.3611 -1.2003
C 2.4500 -2.1844 -1.4062
C 1.7971 -1.5417 -0.3458
C 1.8249 -2.0588 0.9668
H 0.9411 -1.6037 4.2716
H 2.1495 -3.7402 4.5202
H 3.1812 -4.8031 2.5315
H 3.7220 -4.8436 0.2448
H 3.6488 -3.8437 -2.0267
H 2.4040 -1.7442 -2.3925
Br -2.3853 2.3937 -0.1057
C -3.7356 1.0474 -0.3166
C -5.0624 1.4431 -0.2571
C -6.0411 0.4707 -0.3999
C -5.6779 -0.8604 -0.6060
C -4.3272 -1.2316 -0.6712
C -3.9635 -2.5679 -0.9210
C -2.6103 -2.9214 -1.0276
C -1.6308 -1.9642 -0.8811
C -1.9050 -0.6021 -0.5972
C -3.2970 -0.2589 -0.5144
H -5.3364 2.4789 -0.1046
H -7.0856 0.7484 -0.3555
H -6.4450 -1.6155 -0.7242
H -4.7340 -3.3185 -1.0490
H -2.3490 -3.9496 -1.2397
H -0.6023 -2.2790 -0.9997
O 1.4174 0.2438 -1.7579
N 1.1382 -0.3318 -0.6587
C 0.4209 4.0094 -2.4370
O 1.4035 3.5057 -1.4957
P 1.0201 2.7463 -0.1774
O 0.3261 3.7401 0.8240
C 0.9901 4.9783 1.2592
O 2.4089 2.3684 0.4324
C 3.7373 2.5093 -0.1644
H 0.9797 4.5395 -3.1999
H -0.2600 4.6952 -1.9348
H -0.1177 3.1736 -2.8839
H 0.2398 5.5433 1.7994
H 1.3322 5.5339 0.3893
H 1.8203 4.7176 1.9091
H 4.4036 2.7829 0.6463
H 3.7218 3.2802 -0.9273
H 4.0188 1.5500 -0.5891
*
```

Computed properties:
- energy (eV) = -186053.763
- LUMO energy (spin up / spin down) (eV) = -9.4 / -12.5
- <S²> = 8.821
- HOMO energy (spin up / spin down) (eV) = -16.99 / -18.06